No. 1
# C3H8N6

The molecule C3H8N6 at a distorted geometry (the ωB97M-V functional and the def2-TZVPD basis, the OMol25 dataset).

Computed properties:
Gap between HOMO and LUMO = 9.81 eV
Relative energy (zero: lowest compared OMol25 entry of this formula, charge and spin) = 112.8 kcal per mole

```
! wB97M-V def2-TZVPD RIJCOSX def2/J DEFGRID3
* xyz 0 1
N 1.28254 -0.66054 -1.13609
N -0.80586 -0.23728 -0.29043
C -0.50763 0.00986 0.82652
C 1.50373 0.55515 -0.54953
H -1.35745 1.05844 2.32539
N 0.39596 -0.14440 1.68625
N -2.16277 -0.37506 -0.77019
N 2.64586 0.99911 -0.33916
H 1.27088 -0.90957 1.55085
H -2.45371 -1.08934 -0.01389
N -1.77565 0.57251 1.44879
H 0.51274 1.06428 -0.44477
H 3.48226 0.53139 -0.71456
H -0.24856 -1.82830 -1.90199
H -2.08912 1.59417 0.92609
C 0.08522 -0.91385 -1.16950
H -2.66553 0.59167 -0.56626
*
```

---

No. 2
# CH3OS2

The ion CH3OS2 with charge -1 at a distorted geometry (the ωB97M-V functional and the def2-TZVPD basis, the OMol25 dataset).

Computed properties:
Gap between HOMO and LUMO = 6.80 eV
Relative energy (zero: lowest compared OMol25 entry of this formula, charge and spin) = 10.7 kcal per mole

```
! wB97M-V def2-TZVPD RIJCOSX def2/J DEFGRID3
* xyz -1 1
S 1.12737 0.46229 -0.34613
C -1.02178 -0.08471 -0.09624
H -1.26983 0.34070 0.92473
O 1.41941 1.58807 0.58937
H -0.98009 -1.23031 -0.03114
S 2.06857 -1.27033 0.03880
H -1.34365 0.19428 -1.07939
*
```

---

No. 3
# C33H33AsFN3O4PtSi

A structure of composition C33H33AsFN3O4PtSi at a distorted geometry (the ωB97M-V functional and the def2-TZVPD basis, the OMol25 dataset).

Computed properties:
Gap between HOMO and LUMO (alpha / beta) = 6.04 / 6.04 eV
Relative energy (zero: lowest compared OMol25 entry of this formula, charge and spin) = 49.5 kcal per mole

```
! wB97M-V def2-TZVPD RIJCOSX def2/J DEFGRID3
* xyz 0 1
H -0.77578 2.47345 -0.20377
N 0.00838 -0.20944 3.03559
C 2.69277 4.43818 -0.74690
H -6.20096 -2.23740 1.44683
C -0.76074 -4.43315 -2.29591
N -0.66005 -1.08920 4.91850
C -0.26006 2.23775 3.41472
H 3.99557 2.24285 -1.95587
C 1.28117 -4.10134 -1.08058
C 3.31680 0.98724 -0.37144
N 2.07405 1.49982 -0.29619
H 5.26788 -1.44327 1.03372
C -0.23307 3.37218 -0.50079
H -0.19760 4.01713 0.36973
H 6.91935 -0.55991 -0.61420
H -1.10303 2.61317 5.54322
H 0.44767 -2.64234 2.14396
C -1.36997 0.21622 -2.26232
C -0.73886 -0.22151 -3.42063
C 5.93142 -0.13606 -0.54506
O -1.74749 0.06350 7.17358
H -0.52307 0.02298 -5.53222
C 3.76351 -0.07350 0.44860
H 2.32281 2.98006 -3.50332
C 5.01829 -0.62856 0.37311
O -0.60823 3.12035 4.21797
C -0.39628 -2.37244 -1.10774
C -0.38871 0.80503 3.85813
H -0.03187 -1.04409 -3.36655
H -2.04678 1.95926 -5.64165
O 0.20010 2.43299 2.27173
C -2.49599 1.91411 -3.54832
C -5.12181 -1.52148 -0.25879
C -0.14915 -1.33847 3.69591
C -4.13954 -1.87965 1.89799
C -2.24708 1.29518 -2.33682
H -1.38678 -5.04964 -2.92489
H 1.47267 -2.19840 -0.08892
H 2.30565 5.33781 -1.21783
H 0.81010 -5.88226 -2.17279
Si 1.52457 2.96079 -1.09782
H 2.76499 4.62671 0.32034
C -2.92026 -1.45249 1.40484
C -2.78223 -1.07629 0.07341
C 5.54670 0.90973 -1.37184
C -0.99850 0.39047 -4.63499
C -1.19765 -3.17905 -1.90896
H 2.24617 -4.46066 -0.75325
H -3.80445 -0.81040 -1.79424
C -3.89577 -1.11203 -0.75664
C 0.47600 -4.89888 -1.87610
C -0.82011 0.26708 5.05129
H 1.32597 1.56644 -3.20241
H -0.80636 3.87517 -1.27384
H -2.16779 -2.81520 -2.22987
C -1.38042 0.83163 6.30948
C 1.43436 2.62625 -2.99121
H -5.98405 -1.53620 -0.90949
H -2.73913 1.64222 -1.43395
H -4.22700 -2.18256 2.93167
Pt 0.62148 0.57993 0.92646
As -0.98412 -0.59677 -0.53795
H 0.58219 3.13317 -3.43315
H -0.61954 -3.38785 3.35502
H 1.07218 -3.06721 3.74323
H 3.70096 4.28055 -1.11905
F 2.90314 -0.59947 1.37771
H -0.90030 -1.74344 5.64860
H -2.05415 -1.39196 2.05112
O -1.44040 2.12946 6.40216
H 6.24050 1.30978 -2.09776
C 4.28367 1.44824 -1.29117
C 0.20365 -2.69114 3.20366
C -5.24465 -1.91357 1.06349
C 0.84782 -2.84018 -0.70376
H -3.18481 2.74506 -3.59572
C -1.86791 1.46551 -4.69912
*
```

---

no.,electronic energy (eV)
1,-12174.833
2,-24803.572
3,-122099.598